1.
C6H13NO3 | ωB97M-V with the def2-TZVPD basis set

Geometry as XYZ:
```
23
Properties=species:S:1:pos:R:3
C -0.518 1.974 2.061
C -0.728 1.344 0.689
C 0.333 0.296 0.381
N 0.157 -0.444 -0.879
C 0.584 0.317 -2.237
O 0.192 0.106 -3.360
C -0.675 -1.566 -0.942
C -1.208 -2.101 0.364
O -0.813 -2.211 -1.965
H -0.592 1.219 2.857
H 0.475 2.441 2.135
H -1.271 2.750 2.256
H -1.729 0.892 0.629
H -0.694 2.122 -0.089
H 1.314 0.788 0.326
H 0.427 -0.427 1.199
H 0.945 1.321 -1.937
H -1.766 -1.341 0.924
H -1.882 -2.934 0.145
H -0.384 -2.465 0.995
O 2.769 -0.737 -1.633
H 1.994 -1.210 -0.980
H 3.069 -0.134 -0.940
```

Relative energy (zero: lowest compared OMol25 entry of this formula, charge and spin)   229.5 kJ/mol
SMILES   CCCN(C=O)C(C)=O.O
Molar mass   147.17 g mol⁻¹
Total charge   0

2.
C13H19N5O2PdS | ωB97M-V with the def2-TZVPD basis set

Geometry as XYZ:
```
41
Properties=species:S:1:pos:R:3
Pd -0.122 1.040 0.154
N -3.542 -0.862 3.154
C -2.433 -0.761 2.284
S -2.588 -1.572 0.806
N -1.431 -0.111 2.777
N -0.294 0.098 2.044
C 0.770 -0.262 2.678
C 2.144 -0.306 2.249
C 3.106 -0.420 3.254
C 4.446 -0.626 2.988
C 4.840 -0.793 1.663
C 3.931 -0.697 0.644
C 2.543 -0.400 0.856
O 1.774 -0.313 -0.136
H -4.093 -1.683 2.938
H -3.270 -0.827 4.127
H 0.605 -0.683 3.685
H 2.774 -0.348 4.289
H 5.175 -0.676 3.791
H 5.882 -1.022 1.448
H 4.245 -0.844 -0.385
C -2.738 1.346 -1.378
N -2.509 2.535 -0.568
C -3.142 2.396 0.737
C -1.088 2.713 -0.441
O -0.333 2.407 -1.411
N -0.780 3.909 0.351
C 0.638 3.955 0.664
C -1.209 5.114 -0.330
H -3.806 1.132 -1.422
H -2.188 0.469 -0.946
H -2.353 1.545 -2.378
H -2.779 1.496 1.254
H -4.224 2.304 0.607
H -2.913 3.273 1.343
H 0.929 2.952 1.040
H 0.816 4.720 1.428
H 1.257 4.190 -0.219
H -2.251 5.000 -0.619
H -0.608 5.333 -1.232
H -1.118 5.969 0.348
```

Molar mass   415.81 g mol⁻¹
Total charge   -2

3.
C6H16N6S2 | ωB97M-V with the def2-TZVPD basis set

Geometry as XYZ:
```
30
Properties=species:S:1:pos:R:3
H -2.459 0.187 0.639
N -2.009 -0.180 -0.190
C -1.419 -1.304 -0.041
N -0.905 -1.924 -1.143
N -1.326 -2.045 1.122
C -1.464 -1.498 2.442
C -0.150 -1.011 3.062
S 0.503 0.517 2.311
S 1.464 -0.314 0.655
C 2.000 1.183 -0.214
C 0.852 2.122 -0.607
N -0.153 1.521 -1.434
C 0.088 1.122 -2.724
N -0.878 0.240 -3.201
N 1.048 1.432 -3.497
H 1.752 2.033 -3.083
H -0.124 -2.545 -1.003
H -0.840 -1.332 -1.967
H -0.737 -2.862 1.062
H -1.879 -2.273 3.097
H -2.175 -0.668 2.411
H 0.629 -1.770 2.991
H -0.307 -0.751 4.109
H 2.726 1.701 0.415
H 2.497 0.790 -1.102
H 1.298 2.978 -1.131
H 0.366 2.496 0.298
H -0.884 0.984 -0.949
H -0.846 0.156 -4.207
H -1.805 0.406 -2.833
```

Relative energy (zero: lowest compared OMol25 entry of this formula, charge and spin)   0.0 kJ/mol
SMILES   [H]/N=C(/N)NCCSSCCN/C(N)=N\[H]
Molar mass   236.37 g mol⁻¹
Total charge   0

4.
C22H35F2GaNO | ωB97M-V with the def2-TZVPD basis set

Geometry as XYZ:
```
62
Properties=species:S:1:pos:R:3
C 0.407 0.187 -0.972
C 0.344 -1.345 -0.974
C 0.097 -1.937 -2.358
C -0.075 -3.485 -2.360
O -0.050 -4.051 -1.091
Ga -1.490 -5.190 -0.612
C -1.633 -6.717 -1.932
C -3.167 -4.038 -0.696
C -3.186 -2.879 0.315
C -3.452 -1.478 -0.258
C -4.696 -1.363 -1.158
C -4.385 -1.126 -2.635
N -3.742 0.152 -2.952
H -0.095 0.615 -0.102
H 1.435 0.557 -0.954
H -0.074 0.619 -1.855
H 1.267 -1.767 -0.572
H -0.436 -1.700 -0.301
H -0.794 -1.463 -2.790
H 0.926 -1.645 -3.014
H 0.728 -3.922 -2.981
H -1.014 -3.713 -2.897
H -1.218 -5.682 0.906
H -2.375 -7.432 -1.561
H -0.689 -7.254 -2.069
H -1.966 -6.371 -2.916
H -3.288 -3.662 -1.718
H -4.017 -4.711 -0.536
H -3.931 -3.071 1.098
H -2.229 -2.821 0.847
H -3.536 -0.771 0.574
H -2.565 -1.165 -0.821
H -5.276 -2.287 -1.068
H -5.343 -0.549 -0.811
H -5.316 -1.172 -3.209
H -3.752 -1.930 -3.014
H -2.922 0.284 -2.368
H -4.375 0.914 -2.735
F 1.771 2.743 1.293
C 2.520 1.735 1.801
C 3.886 1.908 1.892
C 4.642 0.865 2.410
C 4.033 -0.312 2.821
C 2.655 -0.450 2.719
C 1.882 0.582 2.206
H 4.340 2.835 1.571
H 5.716 0.977 2.488
H 4.630 -1.125 3.213
H 2.174 -1.371 3.020
H 0.810 0.491 2.099
F 5.075 5.257 2.051
C 4.063 6.154 2.068
C 2.933 5.892 1.319
C 1.906 6.825 1.341
C 2.019 7.983 2.098
C 3.168 8.213 2.842
C 4.207 7.293 2.833
H 2.861 4.977 0.750
H 1.010 6.636 0.764
H 1.211 8.703 2.111
H 3.259 9.113 3.436
H 5.113 7.446 3.403
```

Relative energy (zero: lowest compared OMol25 entry of this formula, charge and spin)   0.0 kJ/mol
Molar mass   437.25 g mol⁻¹
Total charge   -1

5.
C4H5NO | ωB97M-V with the def2-TZVPD basis set

Geometry as XYZ:
```
11
Properties=species:S:1:pos:R:3
O -1.280 0.940 1.589
C -0.717 0.535 0.528
C -0.993 -0.477 -0.529
N 0.325 -0.998 -0.079
C 1.339 -0.072 -0.508
C 0.679 0.425 0.727
H -1.819 -1.157 -0.313
H -1.016 -0.141 -1.569
H 1.200 0.455 -1.455
H 2.349 -0.451 -0.365
H -0.066 0.941 1.974
```

Relative energy (zero: lowest compared OMol25 entry of this formula, charge and spin)   556.6 kJ/mol
Molar mass   83.09 g mol⁻¹
Total charge   0

The following gap between HOMO and LUMO values (in eV) correspond, in order, to the records above: 10.0827, 5.9531, 8.4124, 6.5455, 9.8503.
The following DFT total energy values (in eV) correspond, in order, to the records above: -14064.25075, -39649.03351, -37093.82935, -84731.16556, -7760.75774.